# 1
C3H7NS | the ωB97M-V functional and the def2-TZVPD basis

## Properties
F_max: 1.104 eV Å⁻¹
E_tot: -571.3245 hartree
LUMO energy: -1.1 eV
M: 89.2 g mol⁻¹

Positions of all 12 atoms, in Å:
C1 0.5579 -0.2295 -0.4663
C2 1.7314 -0.6684 -0.8947
C3 -0.6460 0.6095 1.4335
N1 0.4283 0.2102 0.8724
H1 -0.3813 -0.1587 -1.0134
H2 2.6048 -0.7015 -0.2507
H3 1.8391 -1.0082 -1.9112
H4 -0.5864 0.9089 2.4735
H5 -1.5782 0.6270 0.8676
H6 1.2896 0.1953 1.4120
S1 -2.7327 0.4134 -0.6772
H7 -2.5265 -0.1981 -1.8455

# 2
C45H84N6O9 | the ωB97M-V functional and the def2-TZVPD basis

## Properties
F_max: 3.739 eV Å⁻¹
E_tot: -2770.4951 hartree
LUMO energy: 0.4 eV
structure (SMILES): c1cc[nH]c1.c1cc[nH]c1.c1cc[nH]c1.CN(C)C=O.CN(C)C=O.CN(C)C=O.C1CCOC1.C1CCOC1.C1CCOC1.C1CCOC1.C1CCOC1.C1CCOC1
M: 853.2 g mol⁻¹

Positions of all 144 atoms, in Å:
C1 -3.2478 -1.5866 -3.4460
C2 -3.8204 -2.2376 -2.3801
C3 -4.0288 -3.5658 -2.7756
N1 -3.2285 -3.8280 -3.7954
C4 -2.7877 -2.5764 -4.2638
H1 -3.0865 -0.5188 -3.4318
H2 -4.2402 -1.6798 -1.5560
H3 -4.6584 -4.3371 -2.3572
H4 -3.0462 -4.7149 -4.2429
H5 -2.2445 -2.4894 -5.1933
C5 -3.3464 2.6909 2.8507
C6 -3.4424 3.6965 1.9403
C7 -2.3031 4.4836 1.9821
N2 -1.5164 3.9374 2.9397
C8 -2.1489 2.8186 3.4975
H6 -4.1187 1.9537 3.0134
H7 -4.2763 3.8290 1.2669
H8 -2.0023 5.2596 1.2937
H9 -0.5594 4.1721 3.1614
H10 -1.7139 2.2429 4.3011
C9 0.8173 0.2429 0.5459
C10 0.8196 -0.3989 -0.7487
C11 -0.5144 -0.3953 -1.1905
N3 -1.2161 0.2307 -0.2629
C12 -0.4888 0.6132 0.8306
H11 1.6368 0.3597 1.2396
H12 1.6869 -0.8753 -1.1815
H13 -0.9667 -0.8105 -2.0790
H14 -2.1618 0.5438 -0.4297
H15 -1.0132 1.1370 1.6162
C13 2.6838 2.5685 3.1143
N4 3.4084 2.4476 4.3676
C14 4.8488 2.2619 4.2095
C15 2.8655 2.5954 5.5956
O1 3.5341 2.5120 6.6539
H16 2.8314 3.4954 2.5600
H17 1.5976 2.5520 3.2031
H18 2.9078 1.7354 2.4480
H19 5.2932 2.0713 5.1864
H20 5.0948 1.3841 3.6118
H21 5.4083 3.0798 3.7555
H22 1.7878 2.8144 5.5420
C16 1.8431 2.5808 -4.3754
N5 0.5658 1.8157 -4.5949
C17 -0.2951 1.8875 -3.5010
C18 0.3035 1.1873 -5.7139
O2 -0.7418 0.5925 -6.0474
H23 2.5437 2.4779 -5.2041
H24 2.3144 2.3119 -3.4300
H25 1.6484 3.6457 -4.5025
H26 -1.1600 1.2247 -3.5321
H27 0.2106 1.6233 -2.5723
H28 -0.6769 2.9005 -3.6280
H29 1.1529 1.4348 -6.3692
C19 1.5786 5.7489 0.5193
N6 0.7577 4.9142 -0.2932
C20 0.7657 3.4999 0.1363
C21 0.0366 5.4487 -1.3422
O3 -0.6388 4.8351 -2.1377
H30 1.6032 6.7583 0.1087
H31 2.6157 5.4159 0.5602
H32 1.3192 5.8233 1.5753
H33 0.1367 3.3839 1.0189
H34 0.4003 2.8278 -0.6402
H35 1.7762 3.2118 0.4261
H36 0.3311 6.5080 -1.4001
C22 -0.3308 -1.3013 6.0909
C23 1.0927 -1.4779 5.7498
C24 1.3253 -0.6877 4.4348
O4 0.4993 0.4332 4.7115
C25 -0.7235 -0.0657 5.3181
H37 -0.5132 -1.2687 7.1650
H38 -0.9275 -2.1371 5.7254
H39 1.3832 -2.5188 5.6081
H40 1.8007 -1.0209 6.4412
H41 1.0003 -1.1372 3.4965
H42 2.3606 -0.3790 4.2896
H43 -1.4560 -0.1459 4.5149
H44 -1.0650 0.6837 6.0322
C26 4.5756 -1.5248 -3.9145
C27 3.8233 -2.8330 -4.1294
C28 3.0247 -2.6101 -5.4294
O5 2.7603 -1.2249 -5.4386
C29 3.5277 -0.4731 -4.4058
H45 5.3206 -1.4172 -4.7028
H46 4.9706 -1.3960 -2.9068
H47 3.0808 -3.0347 -3.3573
H48 4.5127 -3.6732 -4.2126
H49 2.1677 -3.2794 -5.5046
H50 3.7343 -2.7216 -6.2493
H51 2.9662 -0.1279 -3.5377
H52 4.0875 0.3654 -4.8200
C30 0.9068 -5.9821 -2.6535
C31 -0.2043 -4.9402 -2.8334
C32 0.2997 -3.6917 -2.1645
O6 1.3542 -4.1690 -1.3408
C33 1.5465 -5.5532 -1.3731
H53 1.6113 -5.9177 -3.4829
H54 0.5169 -6.9984 -2.5977
H55 -1.0588 -5.2683 -2.2416
H56 -0.5341 -4.9049 -3.8718
H57 -0.4578 -3.2682 -1.5049
H58 0.6189 -2.9797 -2.9256
H59 1.0404 -5.9972 -0.5159
H60 2.5846 -5.8818 -1.3236
C34 4.3984 -2.5381 0.6278
C35 5.7235 -2.2878 1.3563
C36 5.5872 -0.8705 1.9615
O7 4.1863 -0.5772 1.9247
C37 3.4921 -1.7854 1.5539
H61 4.1940 -3.6071 0.5684
H62 4.5452 -2.1345 -0.3740
H63 6.5443 -2.3744 0.6444
H64 5.7268 -3.0425 2.1427
H65 6.2144 -0.2412 1.3301
H66 5.9924 -0.8617 2.9733
H67 2.5150 -1.5793 1.1171
H68 3.3213 -2.3577 2.4657
C38 -4.7917 -1.6143 1.5216
C39 -5.4246 -2.3329 2.6709
C40 -4.9966 -1.6721 3.8995
O8 -4.3998 -0.4707 3.4178
C41 -3.7779 -0.7798 2.1870
H69 -5.5308 -1.0401 0.9629
H70 -4.3657 -2.3140 0.8025
H71 -5.0139 -3.3368 2.5630
H72 -6.4828 -2.4249 2.4262
H73 -4.3196 -2.3021 4.4763
H74 -5.8238 -1.5522 4.5991
H75 -2.8601 -1.3318 2.3897
H76 -3.4707 0.1313 1.6735
C42 -4.5300 2.9340 -1.8773
C43 -5.6069 1.9174 -2.1265
C44 -5.4937 1.0528 -0.9145
O9 -4.0872 1.0656 -0.6872
C45 -3.3828 2.1281 -1.3647
H77 -4.9462 3.7768 -1.3254
H78 -4.2740 3.3563 -2.8490
H79 -5.4475 1.3302 -3.0309
H80 -6.5525 2.4545 -2.2008
H81 -6.0359 0.1404 -1.1630
H82 -5.9518 1.5368 -0.0520
H83 -2.8165 1.6782 -2.1802
H84 -2.7148 2.6797 -0.7032

# 3
C15H56O13 | the ωB97M-V functional and the def2-TZVPD basis

## Properties
F_max: 1.774 eV Å⁻¹
E_tot: -1583.1193 hartree
LUMO energy: 0.0 eV
M: 444.6 g mol⁻¹

Positions of all 84 atoms, in Å:
C1 10.1749 10.4166 -10.5337
O1 11.0358 9.2921 -10.5351
H1 9.1517 10.1098 -10.2939
H2 10.5182 11.1546 -9.8119
H3 10.1691 10.9151 -11.5105
H4 10.8691 8.7941 -11.3463
C2 10.0957 4.1008 -12.8851
O2 9.3993 2.9561 -12.4185
H5 10.2054 4.8573 -12.1113
H6 11.1226 3.8414 -13.1598
H7 9.5815 4.5023 -13.7572
H8 9.5651 2.1890 -12.9694
C3 9.5806 6.7431 -9.2121
O3 8.5577 5.8981 -8.7132
H9 9.6047 7.7049 -8.7068
H10 10.5737 6.3051 -9.0405
H11 9.4614 6.9066 -10.2880
H12 8.5095 5.0744 -9.2195
O4 6.2808 5.3543 -11.7493
H13 6.9235 4.8698 -11.2032
H14 5.6026 4.7061 -11.9609
O5 8.0222 7.5515 -6.3823
H15 8.1154 7.1807 -7.2734
H16 8.8878 7.9766 -6.2044
O6 12.5696 8.0306 -8.0216
H17 12.5873 8.8038 -8.6014
H18 13.2351 7.4378 -8.3826
O7 10.1810 8.0672 -13.0320
H19 9.9519 7.7214 -13.8996
H20 9.3162 8.2064 -12.5862
C4 6.2653 8.9663 -13.5041
C5 7.0594 9.1712 -12.2242
O8 7.6733 7.9463 -11.7747
H21 5.6235 9.8192 -13.7178
H22 5.6550 8.0605 -13.5153
H23 6.9766 8.8056 -14.3203
H24 6.4234 9.5879 -11.4381
H25 7.9051 9.8351 -12.4029
H26 6.9502 7.2989 -11.7133
C6 7.9971 1.3022 -9.4926
C7 8.2864 2.7315 -9.0846
O9 7.9738 3.5884 -10.2020
H27 6.9656 1.1346 -9.8012
H28 8.1455 0.6397 -8.6332
H29 8.6605 0.9590 -10.2887
H30 9.3364 2.8621 -8.7946
H31 7.7018 3.0114 -8.2078
H32 8.5468 3.2356 -10.9189
C8 3.8915 5.0620 -8.4300
C9 5.3335 4.9634 -7.9705
O10 5.3448 4.2123 -6.7536
H33 3.4725 4.0938 -8.7074
H34 3.8215 5.7331 -9.2883
H35 3.2652 5.4500 -7.6250
H36 5.7630 5.9559 -7.8224
H37 5.8984 4.4330 -8.7466
H38 6.2456 4.2326 -6.4112
C10 13.0610 6.5717 -11.3860
C11 13.4113 6.9875 -12.8216
O11 14.8260 7.1500 -12.9656
H39 13.4748 7.2890 -10.6881
H40 13.4135 5.5509 -11.2055
H41 11.9670 6.5418 -11.3910
H42 12.9900 7.9926 -12.8849
H43 12.9686 6.3430 -13.5820
H44 15.1928 6.2805 -13.1572
C12 12.1058 1.4369 -9.6181
C13 12.6611 2.8269 -9.8769
O12 14.0193 2.7917 -9.4491
H45 12.2051 1.1694 -8.5673
H46 12.6473 0.7006 -10.2185
H47 11.0633 1.2540 -9.8941
H48 12.0958 3.5456 -9.2707
H49 12.4946 3.1177 -10.9204
H50 14.2253 3.6580 -9.0869
C14 9.2021 10.9094 -5.8455
C15 10.0843 10.1484 -6.7982
O13 10.4400 8.8783 -6.2526
H51 8.7084 11.7594 -6.3169
H52 9.7555 11.2644 -4.9731
H53 8.4011 10.2753 -5.4607
H54 10.9796 10.6919 -7.1135
H55 9.5137 9.9770 -7.7225
H56 11.2999 8.6246 -6.6125